1.
C2H7N3O2 | the ωB97M-V functional and the def2-TZVPD basis

## Properties
SMILES: CN(C)N(O)N=O
HOMO-LUMO gap: 10.1 eV
energy relative to the best compared isomer or geometry (same formula, charge and spin): 876.4 kJ/mol
highest occupied orbital energy: -0.3442 Eh

The geometry in ORCA input format:
```
! wB97M-V def2-TZVPD RIJCOSX def2/J DEFGRID3
* xyz 0 1
C -1.312 -0.904 -0.515
N -0.345 0.144 -0.550
C -0.653 1.242 0.416
N 0.860 -0.365 -0.381
O 1.161 -1.053 0.801
N 1.991 0.369 -0.709
O 2.981 0.123 -0.218
H -0.872 -1.676 -1.345
H -1.546 -1.049 0.545
H -2.116 -0.346 -0.780
H 0.306 1.961 0.140
H -1.508 1.533 0.195
H -0.932 0.872 1.416
H 1.984 -0.852 0.986
*
```

Results of the Mulliken charge analysis, in e, for atoms 1 through 5: -0.913, -0.025, -0.966, 0.333, -0.404


2.
C2H7N3O2 | the ωB97M-V functional and the def2-TZVPD basis

## Properties
SMILES: [H]/N=C(\N)[N@+](C)([O-])O
HOMO-LUMO gap: 10.3 eV
energy relative to the best compared isomer or geometry (same formula, charge and spin): 553.4 kJ/mol
highest occupied orbital energy: -0.3448 Eh

The geometry in ORCA input format:
```
! wB97M-V def2-TZVPD RIJCOSX def2/J DEFGRID3
* xyz 0 1
H -0.577 -1.605 2.282
N -0.128 -1.130 1.503
C -0.756 -0.396 0.691
N -2.066 -0.004 0.489
N 0.126 0.252 -0.446
C 1.631 0.454 -0.309
O -0.454 1.256 -1.035
O 0.080 -0.924 -1.359
H -2.635 -0.843 0.664
H -2.160 0.423 -0.359
H 1.629 1.491 0.124
H 1.975 0.574 -1.386
H 1.879 -0.481 0.354
H 0.613 -0.500 -2.015
*
```

Results of the Mulliken charge analysis, in e, for atoms 1 through 5: 0.234, -0.592, 0.530, -0.478, 0.419


3.
C2H7N3O2 | the ωB97M-V functional and the def2-TZVPD basis

## Properties
SMILES: N=C(N)N.O=CO
HOMO-LUMO gap: 9.9 eV
energy relative to the best compared isomer or geometry (same formula, charge and spin): 156.0 kJ/mol
highest occupied orbital energy: -0.3437 Eh

The geometry in ORCA input format:
```
! wB97M-V def2-TZVPD RIJCOSX def2/J DEFGRID3
* xyz 0 1
N -0.478 -2.363 0.530
C -0.854 -1.253 -0.005
N -0.760 -0.970 -1.392
N -1.459 -0.241 0.753
H -0.460 -3.106 -0.127
H 0.060 -1.446 -1.831
H -0.544 0.055 -1.506
H -2.089 0.365 0.248
H -1.830 -0.553 1.636
O 0.519 2.469 -0.235
C 1.029 1.629 0.468
O 2.025 0.809 0.015
H 0.671 1.311 1.476
H 1.662 -0.096 -0.148
*
```

Results of the Mulliken charge analysis, in e, for atoms 1 through 5: -0.705, 0.398, -0.607, -0.394, 0.237